{"formula": "C27H31CrF3N9O3S", "method": "the ωB97M-V functional and the def2-TZVPD basis", "elements": ["Cr", "N", "C", "C", "C", "C", "C", "C", "S", "O", "O", "N", "C", "N", "C", "C", "C", "N", "H", "H", "H", "H", "H", "H", "H", "H", "H", "N", "C", "C", "N", "C", "C", "H", "H", "H", "H", "H", "H", "H", "H", "H", "H", "H", "C", "N", "C", "C", "O", "N", "C", "N", "H", "H", "H", "H", "H", "H", "H", "F", "C", "F", "F", "C", "C", "C", "C", "C", "C", "C", "C", "H", "H", "H", "H"], "coordinates": [[1.231395, -0.389802, -0.704723], [-5.670433, -0.144293, -5.657298], [-4.787478, -0.012667, -4.647272], [-4.294626, -1.141083, -3.966877], [-3.382598, -0.983709, -2.950206], [-2.953449, 0.282519, -2.591751], [-3.401227, 1.409751, -3.260441], [-4.317734, 1.262972, -4.276159], [-1.797842, 0.402648, -1.275298], [-1.582176, 1.749271, -0.848072], [-2.100565, -0.578990, -0.251994], [-0.343829, -0.158691, -1.861323], [0.317866, 0.634691, -2.704708], [-0.205363, 1.205729, -3.771698], [0.609676, 1.925241, -4.523322], [1.962536, 2.075656, -4.232385], [2.426015, 1.468941, -3.078647], [1.614605, 0.763192, -2.296246], [-6.075693, -1.036713, -5.875130], [-6.058000, 0.673498, -6.092547], [-4.630877, -2.128556, -4.242494], [-2.991554, -1.836025, -2.414971], [-3.020905, 2.373845, -2.966804], [-4.690318, 2.131736, -4.797822], [0.162920, 2.384655, -5.392266], [2.616714, 2.634796, -4.876193], [3.460565, 1.561520, -2.768830], [5.590120, -0.033456, 1.840745], [5.320061, 0.970100, 0.779006], [3.825216, 0.945751, 0.458139], [3.365492, -0.381823, 0.047040], [3.684046, -1.381079, 1.061991], [5.181861, -1.391537, 1.391390], [5.041842, 0.223702, 2.672483], [6.583437, -0.019183, 2.102720], [5.920680, 0.715346, -0.097541], [5.601968, 1.965897, 1.124414], [3.606177, 1.661096, -0.335450], [3.233600, 1.253241, 1.326999], [3.821060, -0.647001, -0.828518], [3.385047, -2.367180, 0.698338], [3.087662, -1.156988, 1.952509], [5.770678, -1.648938, 0.506895], [5.399865, -2.120888, 2.172255], [-2.745801, -3.703557, 0.176152], [-1.377127, -3.266603, 0.044972], [-0.568946, -3.533551, -1.119653], [0.625298, -2.646662, -0.847128], [1.634200, -2.460893, -1.524844], [0.459878, -2.035589, 0.345225], [-0.774274, -2.350981, 0.803775], [-1.227531, -1.914519, 1.975040], [-2.971276, -4.401567, -0.626197], [-3.422315, -2.849874, 0.115045], [-2.897481, -4.216445, 1.125430], [-1.076269, -3.263242, -2.049574], [-0.264154, -4.582497, -1.179709], [-0.777141, -1.086311, 2.337571], [-2.222699, -1.952741, 2.131729], [-0.881172, 2.963251, 7.695898], [-1.744912, 2.342861, 6.883459], [-2.040997, 1.163756, 7.466528], [-2.869409, 3.062991, 6.866534], [-1.179041, 2.139091, 5.505369], [0.190856, 1.980109, 5.347163], [0.709054, 1.770259, 4.087890], [-0.136599, 1.704082, 2.975297], [-1.512016, 1.893818, 3.144519], [-2.030091, 2.106068, 4.406402], [0.378875, 1.326246, 1.713075], [0.830504, 0.887798, 0.670393], [0.837866, 2.029238, 6.206917], [1.774492, 1.656896, 3.956079], [-2.148284, 1.869024, 2.273199], [-3.089930, 2.252358, 4.545508]], "forces_ev_per_angstrom": [[1.04, -0.48, 0.77], [-0.21, -0.01, -0.23], [0.32, 0.12, 0.25], [0.10, 0.06, 0.07], [-0.14, -0.11, -0.09], [0.59, 0.00, 0.71], [-0.10, -0.04, -0.02], [0.04, -0.05, 0.06], [-0.16, -0.31, 0.29], [-0.54, 0.40, -0.42], [-0.44, 0.22, -0.48], [-0.91, -0.80, 0.79], [0.92, 0.90, -0.90], [-0.20, 0.05, -0.08], [0.13, -0.08, 0.13], [0.16, -0.18, 0.32], [0.17, 0.29, -0.38], [-0.28, 0.12, -0.76], [-0.02, 0.07, -0.03], [-0.07, -0.10, -0.03], [-0.07, -0.10, -0.07], [-0.09, -0.16, 0.01], [-0.05, 0.20, -0.02], [-0.02, 0.09, -0.05], [0.02, 0.11, -0.14], [0.11, 0.11, -0.04], [0.02, 0.00, -0.05], [0.36, 0.13, 0.39], [-0.50, 0.63, -0.56], [0.19, 0.17, -0.02], [-0.39, -0.15, -0.59], [0.21, -0.25, 0.10], [-0.54, -0.76, -0.13], [0.26, -0.08, -0.06], [-0.23, -0.01, 0.04], [0.06, -0.06, 0.17], [0.11, -0.15, 0.09], [0.05, 0.03, 0.12], [0.01, -0.02, -0.11], [0.00, -0.01, 0.07], [0.06, 0.10, 0.11], [0.01, -0.04, -0.03], [0.03, 0.13, 0.12], [0.05, 0.15, 0.03], [-0.33, -0.04, 0.26], [0.29, 0.29, 0.32], [0.24, -0.07, -0.37], [-0.77, -1.56, 0.62], [0.31, 0.83, -0.47], [0.75, 0.74, -0.27], [-0.50, -0.69, 0.37], [0.01, -0.02, -0.35], [0.00, 0.02, 0.03], [-0.02, 0.03, -0.09], [0.00, -0.05, 0.01], [0.09, 0.08, 0.02], [-0.01, 0.04, -0.02], [0.07, 0.06, -0.02], [-0.04, -0.06, 0.06], [0.16, 0.08, -0.04], [-0.13, -0.12, 0.35], [0.01, -0.07, -0.12], [-0.09, 0.06, -0.13], [-0.05, 0.10, -0.13], [-0.19, 0.07, 0.05], [-0.10, -0.02, -0.13], [-0.27, 0.08, 0.65], [0.19, -0.06, -0.13], [0.09, 0.05, 0.23], [0.57, -0.18, -0.63], [-0.38, 0.32, 0.53], [0.10, 0.02, 0.12], [0.11, -0.05, -0.03], [-0.11, -0.01, -0.07], [-0.09, 0.03, 0.00]], "lowdin_charge": [0.7877, 0.1395, -0.3030, -0.0094, -0.0674, -0.3175, -0.0560, -0.0048, 0.6709, -0.2605, -0.3123, -0.1521, -0.4693, 0.1901, -0.0535, -0.0083, -0.0759, 0.0360, 0.1117, 0.1117, 0.1153, 0.0932, 0.1184, 0.1183, 0.1293, 0.1141, 0.1178, 0.0630, -0.0833, -0.1757, -0.1066, -0.1566, -0.0805, 0.1951, 0.1996, 0.1467, 0.1499, 0.1270, 0.1141, 0.1390, 0.1350, 0.1408, 0.1486, 0.1483, 0.0045, -0.0698, 0.0030, -0.4959, 0.0393, 0.1046, -0.3937, 0.2613, 0.1072, 0.0972, 0.1049, 0.1469, 0.1596, 0.1118, 0.1292, 0.1518, -0.5942, 0.1480, 0.1576, -0.1014, 0.0035, -0.0212, -0.2509, 0.0018, 0.0168, -0.0850, -0.0888, 0.1265, 0.1034, 0.1233, 0.1305], "s_squared": 3.795, "homo_energy_ev": [-12.146, -12.147], "homo_lumo_gap_ha": [0.25075, 0.25110], "total_charge": 2, "energy_ev": -95452.21619, "spin_multiplicity": 4}